Entry 1:
19
Properties=species:S:1:pos:R:3 method="wB97M-V/def2-TZVPD" total_charge=0 homo_lumo_gap_ev="8.223 / 8.222" homo_energy_ev="-7.77 / -7.77" de_lowest_ev=9.475 fmax_ev_per_a=5.388 lumo_ev="0.454 / 0.454"
C -1.5435 1.3253 -0.1759
C -0.1785 1.8546 -0.5366
C -1.9421 0.0982 -0.8657
C 1.7925 0.5584 0.5041
C -1.9756 -0.6836 1.6135
C 1.8820 -1.2706 -0.8577
N -1.5606 -0.0028 0.3571
N 0.9119 1.2452 -0.3294
O 2.1423 1.6088 -0.6909
O -2.2640 -0.4271 -1.8684
O 2.0820 -0.6488 0.4106
H -2.3323 2.0109 0.1670
H -0.0105 2.6452 -1.1558
H -2.6022 -0.0516 2.2600
H -2.2521 -1.7615 1.5388
H -0.9720 -0.8344 2.0123
H 0.8794 -1.1522 -1.2032
H 2.1791 -2.3688 -1.0796
H 2.5704 -0.8652 -1.6636


Entry 2:
22
Properties=species:S:1:pos:R:3 method="wB97M-V/def2-TZVPD" total_charge=+1 homo_lumo_gap_ev=5.067 homo_energy_ev=-14.10 de_lowest_ev=8.612 fmax_ev_per_a=6.059 lumo_ev=-9.038
C -0.6359 1.5091 -0.4154
N 0.4159 1.2598 -1.3251
C -1.9304 0.7401 -0.8603
N -1.9502 -0.7109 -0.8158
C -2.3297 -1.4453 0.4576
H -0.8066 2.5555 -0.4147
H -0.4884 1.0561 0.6526
H 1.1918 1.9316 -1.3666
H 0.8283 0.2644 -1.2624
H -2.2478 1.0909 -1.8895
H -2.8599 1.1712 -0.2899
H -1.2221 -1.1458 -1.2167
H 6.9543 0.6662 1.7724
H -1.5641 -1.2988 1.2954
H -2.2971 -2.5994 0.2855
H -3.3332 -1.0952 0.8614
H 0.8297 -1.2293 0.8721
H 1.7898 -1.3636 -1.2868
O 1.1108 -1.0183 -0.7282
H 6.4058 1.2176 1.7015
H 1.5279 -0.6605 2.1974
O 0.6112 -0.8954 1.7752


Entry 3:
78
Properties=species:S:1:pos:R:3 method="wB97M-V/def2-TZVPD" total_charge=+2 homo_lumo_gap_ev=6.806 homo_energy_ev=-13.05 de_lowest_ev=0.000 fmax_ev_per_a=0.053 lumo_ev=-6.240
Pd -0.4973 -2.0547 -0.3323
C -4.1825 -0.2791 -1.8026
C -5.1072 -1.2293 -1.4114
C -4.6683 -2.3680 -0.7478
C -3.3196 -2.5263 -0.4994
N -2.4173 -1.5914 -0.8950
C -2.8435 -0.4978 -1.5226
C -2.7488 -3.6891 0.2245
C -3.4335 -4.7790 0.7352
C -2.7090 -5.7599 1.3997
C -1.3331 -5.6500 1.5503
C -0.6994 -4.5396 1.0179
N -1.4242 -3.6153 0.3803
C 0.7486 -4.2215 1.0636
C 1.6935 -5.0192 1.6760
C 3.0252 -4.6237 1.6601
C 3.3723 -3.4418 1.0327
C 2.3756 -2.6856 0.4366
N 1.1009 -3.0640 0.4502
H -4.4821 0.6243 -2.3138
H -6.1606 -1.0899 -1.6125
H -5.3751 -3.1188 -0.4257
H -2.0872 0.2242 -1.7988
H -4.5037 -4.8715 0.6244
H -3.2235 -6.6200 1.8059
H -0.7772 -6.4157 2.0708
H 1.4022 -5.9391 2.1618
H 3.7788 -5.2374 2.1344
H 4.3972 -3.1022 0.9971
H 2.5840 -1.7529 -0.0706
C 1.6627 0.8691 2.5835
C 0.1884 0.9235 2.3773
N -0.5527 -0.0465 1.8904
C -1.8453 0.4368 1.8795
C -1.8764 1.7082 2.3544
N -0.5733 2.0132 2.6786
C -0.1133 3.3065 3.1407
N 0.3624 4.1305 2.0615
N -0.5187 4.5770 1.1366
N 0.1043 5.2378 0.2401
C 1.4466 5.2529 0.5588
C 2.5302 5.8484 -0.0977
C 3.7700 5.6839 0.4697
C 3.9419 4.9544 1.6673
C 2.8864 4.3682 2.3265
C 1.6280 4.5311 1.7367
H 2.0101 -0.1314 2.3338
H 1.9310 1.0658 3.6233
H 2.1923 1.5948 1.9612
H -2.6778 -0.1665 1.5557
H -2.6756 2.4148 2.4962
H 0.6960 3.1814 3.8566
H -0.9459 3.8024 3.6345
H 2.3832 6.4234 -1.0016
H 4.6371 6.1329 0.0053
H 4.9362 4.8679 2.0848
H 3.0318 3.8326 3.2556
C 0.8494 -1.9047 -3.3416
N 0.3942 -0.5242 -3.3144
C -0.3072 -0.0754 -4.5120
C 0.4246 0.1967 -2.1727
N 0.4980 -0.4139 -1.0024
N 0.3573 1.5460 -2.2579
C 0.0273 2.3392 -1.0804
C 1.0606 2.2874 -3.3059
H 1.2778 -2.1083 -4.3224
H 0.0300 -2.6093 -3.1697
H 1.6159 -2.0593 -2.5867
H -1.0096 -0.8520 -4.8204
H 0.3815 0.1091 -5.3374
H -0.8648 0.8342 -4.3067
H 0.6556 0.2231 -0.2324
H -0.7313 1.8445 -0.4724
H -0.3684 3.2987 -1.4056
H 0.9123 2.5391 -0.4633
H 1.5845 1.6063 -3.9689
H 1.7967 2.9441 -2.8388
H 0.3706 2.8999 -3.8863


Entry 4:
15
Properties=species:S:1:pos:R:3 method="wB97M-V/def2-TZVPD" s2=0.750 total_charge=-1 multiplicity=2 homo_lumo_gap_ev="2.116 / 7.905" homo_energy_ev="1.09 / -4.71" de_lowest_ev=1.696 fmax_ev_per_a=1.000 lumo_ev="3.209 / 3.199"
C -2.1748 -1.3495 -0.7338
S -2.2537 0.3884 -1.2490
H -1.3035 -1.8437 -1.1875
H -3.0313 -1.8934 -1.1374
H -2.2488 -1.4157 0.3469
H -1.7275 0.1712 -2.4876
C 0.8815 1.7248 1.4192
S 1.5632 1.3489 -0.2263
C 1.9619 -0.3985 -0.0052
H -0.1245 1.3055 1.4678
H 1.5038 1.3262 2.2142
H 0.8271 2.8132 1.4493
H 2.2478 -0.7463 -0.9864
H 1.0882 -0.9075 0.4171
H 2.7906 -0.5236 0.6989


Entry 5:
53
Properties=species:S:1:pos:R:3 method="wB97M-V/def2-TZVPD" s2=2.003 total_charge=0 multiplicity=3 homo_lumo_gap_ev="7.864 / 8.935" homo_energy_ev="-7.71 / -8.79" fmax_ev_per_a=2.165 lumo_ev="0.158 / 0.147"
Pt 0.0731 0.0391 0.4980
F 0.2511 -1.0012 2.3911
C -0.2753 3.8323 -1.8454
F 0.3360 4.9848 -2.1161
F -1.2798 4.0681 -0.9815
F -0.8062 3.3481 -2.9612
S 0.9771 2.6713 -1.0796
O 2.1880 2.9098 -1.7867
O 0.9505 2.9907 0.3080
N 0.2644 1.1936 -1.3671
S 0.7601 0.5702 -2.8048
O 1.0930 1.4798 -3.8411
O 1.6275 -0.5385 -2.5179
C -0.8160 -0.2318 -3.3797
F -0.5249 -1.0643 -4.3841
F -1.4567 -0.8543 -2.4149
F -1.5996 0.7224 -3.9033
O 2.3067 0.3865 0.6954
C 3.4851 0.0548 0.5987
N 3.9366 -0.8826 1.4724
C 4.2962 0.4755 -0.5740
H 3.1987 -1.2563 2.0521
H 4.8439 -1.3055 1.4424
H 4.1656 1.5454 -0.7369
H 3.9341 -0.0505 -1.4571
H 5.3760 0.3329 -0.4946
O -1.0011 1.7830 1.7011
C -1.6221 2.3915 2.5557
N -1.8347 3.7232 2.4005
C -2.3324 1.6502 3.6612
H -1.6150 4.0949 1.4910
H -2.1806 4.2915 3.1493
H -2.2847 0.5936 3.4185
H -3.4049 1.8537 3.6742
H -1.8684 1.8908 4.6165
O 0.3159 -1.9466 -0.4425
C 0.9550 -2.9447 -0.1024
N 1.1927 -3.1418 1.2056
C 1.1583 -4.0531 -1.0925
H 1.6945 -3.9224 1.5873
H 0.8021 -2.4487 1.8634
H 1.4554 -3.5778 -2.0324
H 0.2422 -4.5894 -1.3225
H 1.9829 -4.7181 -0.8346
O -2.0876 -0.3303 0.1664
C -2.8047 -1.2745 0.4546
N -2.5587 -2.0126 1.5640
C -3.9227 -1.7177 -0.4459
H -2.0602 -1.6212 2.3480
H -2.9611 -2.9295 1.6332
H -3.9728 -1.0877 -1.3283
H -4.8785 -1.6382 0.0708
H -3.7137 -2.7386 -0.7722


Entry 6:
73
Properties=species:S:1:pos:R:3 method="wB97M-V/def2-TZVPD" s2=6.008 total_charge=+2 multiplicity=5 homo_lumo_gap_ev="8.261 / 8.464" homo_energy_ev="-13.65 / -13.69" de_lowest_ev=0.000 fmax_ev_per_a=2.456 lumo_ev="-5.386 / -5.229"
Pm 0.5742 0.4120 0.9780
P -0.6753 -1.8541 -1.9844
P -0.4547 3.0385 0.5102
N 1.4035 0.7038 -1.0987
C 1.0236 -1.5072 -2.5907
H 1.7466 -2.2573 -2.2410
H 1.0774 -1.6826 -3.6728
C 1.6421 -0.0850 -2.3289
H 2.7535 -0.2000 -2.2989
H 1.5007 0.5136 -3.2714
C 1.5139 2.1307 -1.4780
H 0.7765 2.4273 -2.2497
H 2.5822 2.2964 -1.8330
C 1.2490 3.0443 -0.2550
H 1.3985 4.0841 -0.5549
H 1.9450 2.7098 0.5353
C -0.0408 3.7457 2.2459
C 0.5374 2.5928 3.1138
H 1.4834 2.1882 2.6672
H -0.2518 1.8241 3.3339
H 0.8370 3.0234 4.0818
C -1.3975 4.2654 -0.5033
C -2.9221 4.0277 -0.3159
H -3.5001 4.5679 -1.0857
H -3.2781 4.3441 0.6827
H -3.1425 2.9501 -0.4257
C -1.8668 -2.6258 -3.1464
C -3.0967 -3.2978 -2.4749
H -3.8997 -3.4808 -3.2062
H -3.5373 -2.6592 -1.6947
H -2.8788 -4.2835 -2.0344
C -0.3148 -3.0828 -0.6383
C -1.3956 -3.2625 0.4477
H -0.9542 -3.5935 1.4058
H -2.1820 -3.9876 0.1802
H -1.8752 -2.2940 0.6439
C -1.3778 -0.2702 -1.2513
C -0.9208 5.7315 -0.3147
H 0.0685 5.7901 0.1835
H -0.8044 6.1827 -1.3195
H -1.6502 6.3325 0.2675
C -1.2401 -3.4926 -4.2631
H -1.9871 -3.7734 -5.0195
H -0.4559 -2.9311 -4.7828
H -0.8126 -4.4235 -3.8698
C 0.1460 -4.4538 -1.1837
H 0.6016 -5.0871 -0.3896
H -0.6838 -5.0570 -1.5965
H 0.9220 -4.3594 -1.9592
C -1.2909 4.3805 2.9003
H -2.1386 3.6715 2.9276
H -1.0715 4.6283 3.9562
H -1.6422 5.3093 2.4069
H 0.7099 4.5516 2.0714
H 0.5797 -2.6637 -0.1218
H -1.1532 3.9528 -1.5401
H -2.2832 -1.7170 -3.6261
O -1.3483 -0.3012 0.1168
H -0.7562 0.5670 -1.6274
H -2.2418 0.0875 -1.9090
N 4.0215 -0.9485 1.6879
C 3.1249 -1.6491 2.4396
C 3.6170 -2.5031 3.4549
C 2.7140 -3.0785 4.3258
C 1.3665 -2.8126 4.1513
C 0.9376 -1.9919 3.1122
N 1.7973 -1.4168 2.2295
H 3.7103 -0.5431 0.7998
H 4.9924 -1.0943 1.8319
H 4.6805 -2.6837 3.5737
H 3.0171 -3.7521 5.1473
H 0.5874 -3.1906 4.8195
H -0.1168 -1.7268 2.9268


Entry 7:
45
Properties=species:S:1:pos:R:3 method="wB97M-V/def2-TZVPD" s2=0.757 total_charge=0 multiplicity=2 homo_lumo_gap_ev="10.623 / 4.777" homo_energy_ev="-10.61 / -9.95" de_lowest_ev=2.435 fmax_ev_per_a=5.625 lumo_ev="0.013 / -5.174"
C 0.4956 0.5296 2.1533
N -0.0546 -0.9239 2.1638
C 0.2815 -1.5838 0.8590
O 1.6119 -1.5298 0.6883
C -0.1566 1.4835 1.2161
N -0.0185 1.1053 -0.2922
C -0.1299 2.4498 -0.9975
H 0.3554 0.9551 3.2408
H 1.6208 0.3901 1.9724
H 0.5378 -1.2886 2.9271
H -0.0438 -2.6526 0.8103
H -0.2917 -1.1028 0.1192
H -1.1780 1.5913 1.4057
H 0.2120 2.4918 1.3721
H 0.9317 0.5015 -0.5421
H -0.9996 2.9967 -0.6484
H 0.8051 3.0294 -0.8670
H -0.3211 2.1767 -2.0658
H -2.6626 -1.3462 -1.4812
H -1.9273 -2.5428 -1.0327
O -2.4886 -2.2242 -1.6409
H 1.7113 -1.9130 -0.9698
H 1.0446 -2.4365 -2.3993
O 1.7884 -2.0098 -1.9304
H 3.4741 -0.4141 2.6001
H 2.2502 -1.3884 2.0928
O 2.7538 -0.9003 2.9569
H -3.2217 2.1293 -1.2199
H -2.8944 2.6914 0.1586
O -3.3245 2.9372 -0.6840
H 2.5889 -0.2069 -1.5819
H 2.5062 -0.5435 -0.1304
O 2.8500 0.1977 -0.7953
H -3.2437 -0.1293 -0.0231
H -1.7418 0.3873 -0.4068
O -2.6757 0.2321 -0.7865
H -2.0375 -0.6172 1.6055
H -3.1283 -1.5275 1.8648
O -3.0080 -0.6762 1.5608
H 3.0235 1.8870 -0.7018
H 3.9302 2.3280 0.3245
O 3.3266 2.6922 -0.3042
H -0.3804 -1.9346 -3.9385
H -1.4543 -2.5331 -3.0309
O -0.7169 -2.7582 -3.6217


Entry 8:
61
Properties=species:S:1:pos:R:3 method="wB97M-V/def2-TZVPD" s2=3.753 total_charge=+1 multiplicity=4 homo_lumo_gap_ev="6.148 / 6.155" homo_energy_ev="-9.68 / -9.68" fmax_ev_per_a=3.868 lumo_ev="-3.535 / -3.527"
C 0.6258 1.0789 0.8258
C -0.3114 1.6437 -0.0899
C -1.2788 2.4261 0.6632
H -0.2899 1.5289 -1.1940
C -0.8990 2.3653 2.0331
C 0.2580 1.5203 2.1402
H 0.8751 1.3995 3.0344
H 1.5454 0.5241 0.5838
H -2.1371 3.0042 0.2360
H -1.3318 2.9375 2.8662
Er -1.4409 -0.0371 1.2227
C -1.3787 -1.2195 -0.7375
H -0.5910 -0.4226 -0.6278
H -0.9826 -2.2686 -0.7802
H -2.4483 -1.2037 -0.8617
Si -0.0155 -0.9642 -3.4806
C 1.8176 -1.1350 -4.0843
C 2.5740 0.0547 -3.9293
H 2.0614 1.0055 -3.7259
C 3.9837 0.0546 -3.9541
H 4.5398 1.0089 -3.8665
C 4.7075 -1.1197 -4.1586
H 5.8143 -1.1082 -4.2393
C 3.9751 -2.2863 -4.4090
H 4.5222 -3.1954 -4.6958
C 2.5566 -2.2999 -4.3719
H 1.9932 -3.2184 -4.5582
C -0.9814 0.5196 -4.1163
C -0.6687 1.4521 -5.1229
H 0.1969 1.2823 -5.7704
C -1.4521 2.6197 -5.2718
H -1.2060 3.3390 -6.0524
C -2.5230 2.8880 -4.4081
H -3.0744 3.8392 -4.4554
C -2.8567 1.9477 -3.4305
H -3.6575 2.1299 -2.7121
C -2.1445 0.7476 -3.3440
H -2.4484 -0.0371 -2.6481
H 0.6303 -0.5294 -2.1468
H -1.0443 -1.8718 -3.6751
N -0.3929 -1.8999 5.0175
C -0.8894 -0.8623 5.8022
C -0.4477 -0.4615 7.0387
C -0.6498 0.8760 7.3952
C -1.2934 1.7583 6.5079
C -1.7977 1.3282 5.2741
C -1.4886 0.0225 4.9067
N -1.3370 -0.4764 3.6224
C -0.6287 -1.6454 3.7175
C 0.0060 -2.3429 2.6118
C 0.7215 -3.5176 2.5732
S 1.6002 -3.6794 1.1216
C 0.9634 -2.1483 0.5738
N 0.1053 -1.6001 1.4375
H 0.1065 -2.6964 5.3468
H 0.0811 -1.1456 7.6819
H -0.2800 1.2662 8.3468
H -1.3736 2.8129 6.7719
H -2.3615 1.9517 4.5907
H 0.6793 -4.2190 3.3951
H 1.1621 -1.7217 -0.4200